No. 1
{
  "formula": "C18H13AsFN5NiO4S4",
  "method": "ωB97M-V/def2-TZVPD",
  "symbols": ["Ni", "S", "As", "S", "S", "S", "N", "C", "C", "C", "C", "C", "C", "N", "C", "C", "C", "C", "N", "C", "C", "H", "H", "H", "H", "H", "H", "H", "H", "H", "F", "C", "C", "N", "C", "C", "O", "O", "C", "O", "N", "C", "O", "H", "H", "H", "H"],
  "coordinates": [[1.7314, -0.9537, -2.8188], [3.6812, -5.0642, -1.7526], [3.3898, -3.5138, -3.2003], [3.8768, -1.5188, -2.3064], [1.2133, -3.0916, -3.4749], [4.3697, -3.7525, -5.0744], [-1.1383, -2.8158, 3.3031], [-2.0165, -2.7945, 4.3658], [-2.1717, -3.6162, 5.4791], [-3.1861, -3.2861, 6.3565], [-4.0186, -2.1746, 6.1313], [-3.8533, -1.3689, 5.0216], [-2.8346, -1.6862, 4.1255], [-2.4584, -1.0550, 2.9449], [-1.4542, -1.7551, 2.4987], [-0.6987, -1.4831, 1.2505], [-1.0580, -0.4073, 0.4521], [-0.3386, -0.1924, -0.7139], [0.6692, -0.9768, -1.0781], [1.0222, -2.0155, -0.3218], [0.3546, -2.2926, 0.8625], [-0.4032, -3.4790, 3.1380], [-1.5324, -4.4721, 5.6518], [-3.3442, -3.8971, 7.2361], [-4.8031, -1.9504, 6.8428], [-4.4905, -0.5129, 4.8402], [-1.8806, 0.2356, 0.7300], [-0.5800, 0.6230, -1.3844], [1.8413, -2.6230, -0.6938], [0.6802, -3.1521, 1.4332], [3.8736, 5.3063, -1.9116], [2.5918, 5.0307, -2.1962], [2.2559, 4.0733, -3.0605], [0.9493, 3.7877, -3.3853], [0.6721, 2.6695, -4.2928], [1.0081, 1.3125, -3.6879], [0.4082, 0.3114, -4.1214], [1.9089, 1.2720, -2.8148], [-0.0955, 4.4155, -2.7502], [-1.2669, 4.1411, -2.9154], [0.2966, 5.3921, -1.8447], [1.5791, 5.8075, -1.5063], [1.7698, 6.6879, -0.6919], [3.0059, 3.4594, -3.5387], [1.3031, 2.8061, -5.1732], [-0.3683, 2.7182, -4.5922], [-0.4602, 5.8517, -1.3610]],
  "forces_ev_per_a": [[0.16, 0.18, -0.41], [-0.10, 0.17, -0.02], [0.09, -0.13, -0.06], [-0.01, -0.09, -0.03], [0.12, -0.10, -0.08], [-0.05, -0.04, 0.17], [-0.08, -0.07, 0.23], [0.18, -0.18, -0.03], [0.02, 0.07, -0.09], [-0.11, 0.10, 0.03], [0.09, -0.11, 0.01], [-0.03, 0.03, 0.00], [-0.07, 0.24, -0.21], [-0.15, -0.07, 0.32], [0.35, 0.08, -0.57], [-0.37, -0.08, 0.57], [0.07, 0.11, -0.24], [-0.11, -0.05, 0.25], [0.10, 0.00, -0.14], [-0.19, -0.03, 0.23], [0.26, -0.09, -0.22], [0.00, -0.01, 0.00], [0.00, 0.00, -0.01], [-0.01, 0.01, 0.00], [0.00, -0.01, 0.01], [0.01, -0.01, 0.00], [0.01, -0.02, 0.01], [0.02, 0.00, -0.01], [-0.02, -0.04, 0.11], [0.01, 0.00, -0.01], [0.01, -0.02, -0.04], [-0.13, 0.28, 0.13], [0.02, -0.27, -0.21], [0.05, 0.01, -0.01], [0.05, 0.32, -0.12], [0.18, -0.13, 0.26], [-0.19, 0.01, 0.02], [-0.13, 0.17, 0.06], [0.09, -0.25, 0.28], [-0.03, 0.12, -0.12], [-0.05, 0.13, -0.15], [0.11, -0.22, 0.18], [-0.05, 0.10, -0.06], [-0.02, -0.02, 0.01], [-0.07, -0.07, -0.07], [-0.02, -0.01, 0.04], [-0.01, 0.00, -0.01]],
  "spin_multiplicity": 3,
  "total_energy_ev": -182464.882,
  "max_force_ha_per_bohr": 0.0133,
  "homo_energy_ev": [-1.1, -1.1],
  "orbital_gap_ev": [4.63, 4.64],
  "charge": -2
}

=====

No. 2
{
  "formula": "C18H13AsN3O8PdS",
  "method": "ωB97M-V/def2-TZVPD",
  "symbols": ["Pd", "O", "C", "N", "C", "O", "C", "C", "C", "C", "C", "N", "C", "C", "C", "C", "C", "N", "H", "H", "H", "H", "H", "H", "H", "H", "O", "As", "O", "O", "C", "C", "C", "C", "C", "C", "S", "O", "O", "O", "H", "H", "H", "H", "H"],
  "coordinates": [[0.8837, 0.0088, 0.3552], [4.5166, 0.9377, 1.8591], [3.3738, 0.6425, 1.5966], [2.7552, 0.5797, 0.3745], [3.3455, 0.8528, -0.8388], [4.4785, 1.2181, -1.0494], [2.3594, 0.6523, -1.9721], [2.6795, 1.0082, -3.2620], [1.7213, 0.8405, -4.2544], [0.4678, 0.3702, -3.9175], [0.1967, 0.0761, -2.5864], [1.1592, 0.1244, -1.6656], [2.3989, 0.2788, 2.7074], [2.7865, 0.2754, 4.0313], [1.8460, -0.0626, 4.9932], [0.5562, -0.3806, 4.6020], [0.2352, -0.3581, 3.2548], [1.1473, -0.0382, 2.3432], [3.6631, 1.4124, -3.4536], [1.9568, 1.0808, -5.2832], [-0.3175, 0.2606, -4.6505], [-0.7211, -0.4123, -2.2896], [3.8080, 0.5387, 4.2661], [2.1168, -0.0758, 6.0410], [-0.2026, -0.6448, 5.3245], [-0.7490, -0.5928, 2.8704], [0.0700, -2.9685, -1.3978], [-0.0418, -3.0157, 0.3963], [-1.2392, -4.0783, 0.6377], [-0.9773, -0.8981, 0.4417], [-2.2016, -0.5697, -0.0441], [-3.1524, -1.6050, -0.0392], [-4.4447, -1.4065, -0.4786], [-4.8443, -0.1545, -0.9284], [-3.9244, 0.8752, -0.9181], [-2.6073, 0.7009, -0.4907], [-1.6048, 2.2005, -0.5524], [-0.8951, 2.1430, -1.8339], [-2.5574, 3.2883, -0.4673], [-0.6982, 2.1073, 0.5896], [0.7028, -2.2886, -1.6587], [-2.8377, -2.5783, 0.3102], [-5.1427, -2.2354, -0.4633], [-5.8576, 0.0197, -1.2678], [-4.2080, 1.8708, -1.2312]],
  "forces_ev_per_a": [[-0.19, -0.01, -0.57], [0.06, -0.01, -0.01], [-0.09, 0.06, 0.03], [0.10, -0.01, 0.05], [0.02, -0.02, -0.01], [0.00, 0.00, 0.00], [0.01, -0.05, -0.13], [0.07, 0.04, 0.11], [-0.13, -0.03, -0.03], [0.03, 0.20, 0.05], [0.44, -1.03, -0.17], [-0.28, 0.57, 0.25], [-0.01, 0.00, -0.02], [-0.03, 0.01, -0.01], [0.04, 0.01, 0.00], [-0.05, -0.01, 0.00], [0.00, 0.04, 0.02], [0.05, -0.01, 0.15], [0.00, -0.02, -0.01], [-0.01, 0.03, 0.00], [0.01, -0.02, -0.01], [-0.13, 0.33, 0.05], [0.00, 0.00, 0.01], [0.00, 0.00, 0.00], [0.00, 0.00, 0.00], [0.00, 0.00, -0.01], [-0.07, -0.03, -0.04], [-0.02, 0.16, 0.07], [-0.05, -0.06, 0.03], [0.10, -0.10, -0.10], [0.00, -0.07, 0.12], [0.01, -0.01, -0.06], [0.00, 0.03, -0.01], [0.00, -0.03, 0.00], [0.00, 0.03, -0.07], [0.00, 0.10, 0.00], [0.02, -0.08, 0.06], [-0.13, 0.06, 0.03], [0.05, 0.00, 0.00], [0.09, -0.05, 0.19], [0.08, -0.01, 0.01], [-0.01, -0.01, 0.01], [0.01, -0.01, 0.00], [0.00, 0.01, 0.00], [-0.01, 0.00, 0.01]],
  "spin_multiplicity": 1,
  "total_energy_ev": -114884.903,
  "max_force_ha_per_bohr": 0.0220,
  "homo_energy_ev": -5.4,
  "orbital_gap_ev": 7.19,
  "charge": -1,
  "e_above_lowest_kj_mol": 0.0
}

=====

No. 3
{
  "formula": "C18H13Cl3N",
  "method": "ωB97M-V/def2-TZVPD",
  "symbols": ["Cl", "C", "C", "C", "C", "C", "C", "C", "C", "C", "Cl", "C", "C", "N", "C", "C", "C", "Cl", "C", "C", "C", "C", "H", "H", "H", "H", "H", "H", "H", "H", "H", "H", "H", "H", "H"],
  "coordinates": [[-5.7015, 0.7542, 1.5949], [-4.1367, 0.1892, 1.9092], [-3.9146, -1.1861, 2.0289], [-2.6111, -1.6585, 2.2982], [-1.5521, -0.7361, 2.5973], [-0.1954, -1.4011, 3.0968], [1.1204, -0.7162, 2.4935], [2.2106, -1.6223, 2.3544], [3.5002, -1.1421, 2.1377], [3.7181, 0.2163, 1.9419], [5.3012, 0.8024, 1.7949], [2.6393, 1.1064, 1.9311], [1.3413, 0.6280, 2.1074], [-0.2443, -1.8751, 4.6204], [0.5532, -1.1434, 5.4412], [0.6976, -1.4319, 6.7762], [0.0694, -2.6025, 7.2738], [0.2101, -2.9609, 8.9546], [-0.6402, -3.4435, 6.4012], [-0.7288, -3.0715, 5.0908], [-1.8061, 0.6351, 2.4501], [-3.0785, 1.0916, 2.1132], [-4.7399, -1.8880, 1.9105], [-2.4401, -2.7309, 2.2408], [-0.1863, -2.4023, 2.5946], [2.0547, -2.7094, 2.4105], [4.3519, -1.8377, 2.1503], [2.8223, 2.1589, 1.7938], [0.5354, 1.3344, 1.8901], [1.0563, -0.3086, 4.9987], [1.2953, -0.7744, 7.4209], [-1.0836, -4.3608, 6.8044], [-1.2084, -3.7308, 4.4209], [-1.0119, 1.3675, 2.5926], [-3.2706, 2.1436, 2.0421]],
  "forces_ev_per_a": [[-0.66, 0.33, -0.19], [1.37, -0.38, 0.70], [1.00, -0.14, -0.06], [-0.17, 1.53, 0.21], [-0.14, -1.69, 0.50], [-1.26, -0.55, -2.91], [0.02, -1.33, 0.92], [-0.27, 0.75, 0.42], [0.11, -0.62, -0.20], [-1.01, -0.03, 0.64], [0.69, 0.27, -0.13], [0.05, -0.87, -0.29], [-0.19, -0.13, 0.51], [2.03, 0.62, -0.18], [-0.86, -0.24, 0.26], [-0.25, -0.79, 0.49], [0.38, 0.88, 0.09], [-0.11, 0.00, -0.69], [0.53, 0.36, 1.15], [0.02, 1.30, -0.56], [0.04, -0.32, 0.31], [-0.23, -0.85, -0.10], [0.26, 0.21, -0.15], [0.08, 0.14, 0.30], [-0.11, 0.79, 0.43], [0.04, 0.56, 0.33], [-0.47, 0.40, -0.21], [-0.06, 0.11, -0.28], [0.47, -0.39, 0.54], [0.03, 0.37, -0.22], [-0.32, -0.46, -0.32], [0.18, 0.36, -0.51], [-0.54, -0.26, -0.97], [-0.62, -0.26, 0.27], [-0.03, 0.34, -0.11]],
  "spin_multiplicity": 1,
  "total_energy_ev": -57927.013,
  "max_force_ha_per_bohr": 0.0626,
  "smiles": "Clc1ccc(C(c2ccc(Cl)cc2)[n+]2ccc(Cl)cc2)cc1",
  "homo_energy_ev": -11.9,
  "orbital_gap_ev": 7.45,
  "charge": 1,
  "e_above_lowest_kj_mol": 112.5
}

=====

No. 4
{
  "formula": "C18H13NO5",
  "method": "ωB97M-V/def2-TZVPD",
  "symbols": ["O", "C", "C", "C", "O", "C", "C", "C", "O", "N", "O", "C", "C", "C", "C", "O", "C", "C", "C", "C", "C", "C", "C", "C", "H", "H", "H", "H", "H", "H", "H", "H", "H", "H", "H", "H", "H"],
  "coordinates": [[0.0483, 2.5182, 2.5450], [-0.3970, 1.5224, 1.9833], [-1.3704, 0.7340, 2.7819], [-0.6044, -0.2609, 3.6079], [-0.5426, -1.4061, 3.1225], [-0.1151, 0.0460, 4.9594], [0.4540, -0.8898, 5.8025], [0.8210, -0.2392, 7.0155], [1.6771, -0.6692, 7.8082], [0.4068, 1.0497, 6.8502], [-0.1919, 1.2607, 5.5660], [0.0003, 1.1629, 0.6060], [0.5952, 2.1162, -0.2499], [1.0652, 1.7688, -1.5498], [0.8659, 0.5209, -2.0980], [1.4004, 0.1576, -3.3238], [0.5765, -0.5145, -4.2295], [1.0601, -1.6928, -4.8479], [0.2567, -2.3684, -5.7911], [-0.9652, -1.7833, -6.2149], [-1.4097, -0.5504, -5.6776], [-0.6380, 0.0359, -4.6625], [0.1526, -0.3739, -1.2730], [-0.2440, -0.1186, 0.0498], [-2.1049, 0.2276, 2.1618], [-1.8640, 1.4252, 3.4041], [0.6324, -1.8913, 5.5509], [1.0534, 1.7626, 7.1868], [0.8021, 3.1286, 0.1179], [1.5647, 2.5026, -2.1681], [1.9603, -2.1841, -4.5490], [0.6586, -3.2792, -6.2469], [-1.5598, -2.3336, -6.9514], [-2.3543, -0.0930, -5.9867], [-0.9817, 0.9553, -4.2322], [0.0474, -1.3648, -1.6854], [-0.7560, -0.8819, 0.6178]],
  "forces_ev_per_a": [[0.09, -0.54, -0.76], [0.89, 2.11, 0.29], [-0.05, -0.75, -0.29], [-1.54, -2.50, -2.00], [0.75, 1.99, 1.74], [1.53, -2.11, 2.23], [-2.06, 1.34, -2.16], [3.28, -1.26, -0.11], [-1.92, 1.13, -0.15], [-0.78, 0.79, 0.34], [0.78, 0.21, 0.58], [-0.04, -0.37, -1.50], [0.85, -0.52, -0.34], [-0.22, 1.04, 0.52], [-0.87, -0.54, 1.41], [-0.62, 0.16, 0.51], [0.02, -0.75, -1.10], [-1.56, 0.10, 0.11], [-0.25, 1.55, 0.05], [0.33, -0.15, 0.23], [0.93, -1.27, 0.40], [0.14, -0.23, -0.30], [0.46, -0.73, -0.04], [0.33, 1.04, -1.01], [0.13, -0.33, 0.10], [-0.59, 0.98, 0.79], [0.21, -1.06, -0.19], [-0.56, 0.29, -0.60], [-0.21, -0.49, -0.10], [0.06, 0.21, 0.16], [0.60, 0.19, 0.30], [-0.42, 0.30, 0.21], [0.15, 0.40, 0.22], [0.44, -0.21, 0.07], [-0.03, 0.38, 0.28], [-0.37, -0.30, 0.09], [0.14, -0.11, 0.01]],
  "spin_multiplicity": 1,
  "total_energy_ev": -30601.164,
  "max_force_ha_per_bohr": 0.0691,
  "smiles": "O=C(CC(=O)c1cc(=O)[nH]o1)c1ccc(Oc2ccccc2)cc1",
  "homo_energy_ev": -9.1,
  "orbital_gap_ev": 7.94,
  "e_above_lowest_kj_mol": 507.2
}